(1)
This record from the OMol25 dataset describes a cluster of 2 separate species, C9H12O2 in total in a non-equilibrium geometry. The level of theory is ωB97M-V with the def2-TZVPD basis set.

Its LUMO energy is 0.7 eV. As for the electronic energy: -13613.7690 eV. For the energy above the lowest of the compared OMol25 structures with the same formula, charge and spin, the calculation gives 8.833 eV. The spin multiplicity is 1. The value obtained for the frontier orbital gap is 9.715 eV.

Bonds (Å) are listed after each position.
CARTESIAN COORDINATES (ANGSTROEM)
1 C 1.330 0.846 -0.098  H2 1.180, C7 1.431, C13 1.412
2 H 0.674 1.792 -0.355  C1 1.180
3 H 3.406 1.744 -0.056  C13 1.158
4 C 3.146 -0.526 -0.075  C12 1.392, C13 1.389, H22 1.190
5 O -1.588 -1.213 -0.085  C16 1.539, O18 1.527
6 H -1.086 0.677 -2.157  C19 1.128
7 C 0.477 -0.294 0.037  C1 1.431, C15 1.339, C16 1.588
8 H -1.966 2.283 1.118  no bonds
9 H 0.516 -2.645 0.487  C15 1.264
10 H 2.594 -2.776 -0.151  C12 1.148
11 H -2.545 1.393 -1.301  C19 1.178
12 C 2.353 -1.667 0.017  C4 1.392, H10 1.148, C15 1.402
13 C 2.738 0.800 0.002  C1 1.412, H3 1.158, C4 1.389
14 H -2.832 0.352 1.389  C17 1.336
15 C 0.958 -1.543 0.055  C7 1.339, H9 1.264, C12 1.402
16 C -1.028 0.209 0.102  O5 1.539, C7 1.588, C17 1.452, C19 1.649
17 C -1.596 0.848 1.276  H14 1.336, C16 1.452, H21 1.214
18 O -3.049 -1.517 -0.405  O5 1.527, H23 0.956
19 C -1.394 1.167 -1.189  H6 1.128, H11 1.178, C16 1.649, H20 1.107
20 H -0.826 2.011 -0.754  C19 1.107
21 H -1.002 0.559 2.295  C17 1.214
22 H 4.200 -0.763 -0.574  C4 1.190
23 H -3.479 -1.735 0.421  O18 0.956

Calculated atomic charges, method Löwdin, unit e: atom 1 (C): -0.039, atom 2 (H): 0.119, atom 3 (H): 0.136, atom 4 (C): -0.141, atom 5 (O): -0.183, atom 6 (H): 0.099, atom 7 (C): -0.183, atom 8 (H): 0.203, atom 9 (H): 0.191, atom 10 (H): 0.125, atom 11 (H): 0.113, atom 12 (C): -0.119, atom 13 (C): -0.072, atom 14 (H): 0.150, atom 15 (C): -0.076, atom 16 (C): -0.508, atom 17 (C): -0.089, atom 18 (O): -0.028, atom 19 (C): -0.040, atom 20 (H): 0.026, atom 21 (H): 0.118, atom 22 (H): 0.140, atom 23 (H): 0.060



(2)
This record from the OMol25 dataset describes the molecule C8H10ClIN2OS in a non-equilibrium geometry. The level of theory is ωB97M-V with the def2-TZVPD basis set.

Its LUMO energy is 0.4 eV. As for the electronic energy: -44942.4015 eV. For the energy above the lowest of the compared OMol25 structures with the same formula, charge and spin, the calculation gives 0.000 eV. The spin multiplicity is 1. The value obtained for the frontier orbital gap is 9.202 eV.

Bonds (Å) are listed after each position.
CARTESIAN COORDINATES (ANGSTROEM)
1 Cl -2.760 -0.692 -2.582  C7 1.828
2 N 2.990 0.204 0.636  S4 1.726, H12 1.056, H21 1.057
3 H -0.142 -1.994 -0.972  C8 1.028
4 S 2.120 0.647 -0.787  N2 1.726, O22 1.452, N23 1.764
5 H 1.380 -1.708 -1.774  C8 1.080
6 H 0.634 0.192 2.148  C13 1.177
7 C -1.774 0.692 -1.910  Cl1 1.828, C9 1.537, H17 1.038, H18 1.130
8 C 0.815 -1.637 -0.857  H3 1.028, H5 1.080, H14 1.086, N23 1.465
9 C -1.645 0.696 -0.378  C7 1.537, C20 1.428, C24 1.365
10 C -2.611 1.206 1.777  I11 2.077, C15 1.401, C24 1.413
11 I -4.354 1.849 2.706  C10 2.077
12 H 3.369 0.966 1.263  N2 1.056
13 C -0.384 0.450 1.615  H6 1.177, C15 1.380, C20 1.393
14 H 1.372 -2.133 -0.067  C8 1.086
15 C -1.443 0.793 2.431  C10 1.401, C13 1.380, H16 1.052
16 H -1.400 0.753 3.481  C15 1.052
17 H -2.365 1.471 -2.258  C7 1.038
18 H -0.709 0.783 -2.277  C7 1.130
19 H -3.671 1.329 -0.181  C24 1.133
20 C -0.410 0.316 0.230  C9 1.428, C13 1.393, N23 1.398
21 H 3.359 -0.780 0.749  N2 1.057
22 O 1.843 2.063 -0.630  S4 1.452
23 N 0.595 -0.215 -0.584  S4 1.764, C8 1.465, C20 1.398
24 C -2.700 1.136 0.368  C9 1.365, C10 1.413, H19 1.133

Calculated atomic charges, method Löwdin, unit e: atom 1 (Cl): 0.514, atom 2 (N): -0.216, atom 3 (H): 0.057, atom 4 (S): 0.879, atom 5 (H): 0.075, atom 6 (H): 0.144, atom 7 (C): -0.479, atom 8 (C): -0.091, atom 9 (C): -0.223, atom 10 (C): -0.722, atom 11 (I): 0.873, atom 12 (H): 0.077, atom 13 (C): -0.026, atom 14 (H): 0.074, atom 15 (C): -0.127, atom 16 (H): 0.086, atom 17 (H): 0.029, atom 18 (H): 0.098, atom 19 (H): 0.119, atom 20 (C): -0.261, atom 21 (H): 0.067, atom 22 (O): -0.461, atom 23 (N): -0.339, atom 24 (C): -0.148